1.
Density functional theory data (ωB97M-V/def2-TZVPD) for 2 unconnected molecules or ions with the total composition C4H12 in a non-equilibrium geometry.

Spin multiplicity: 1
Max |F| (eV/Å): 1.17
E_LUMO (eV): 1.163
HOMO-LUMO gap (eV): 12.80
Energy above the lowest of the compared OMol25 structures with the same formula, charge and spin (kcal/mol): 8.42
SMILES: CC.CC
Total charge: 0
HOMO level (eV): -11.6
E_tot (a.u.): -159.571548

```
16
Properties=species:S:1:pos:R:3:nbo_charge:R:1
H 2.095 0.150 -0.927 0.205
C -1.696 1.176 0.723 -0.610
H -1.238 0.773 -0.184 0.202
H 0.034 1.414 2.025 0.206
C 1.475 -1.732 -1.650 -0.614
H 0.491 0.204 -1.740 0.204
H 2.553 -1.864 -1.536 0.201
C 1.133 -0.345 -1.052 -0.613
H 1.045 -2.524 -1.033 0.202
C -0.934 0.909 2.018 -0.615
H 1.172 -1.922 -2.675 0.208
H 0.620 -0.406 -0.100 0.206
H -2.719 0.803 0.734 0.201
H -0.645 -0.132 2.149 0.203
H -1.634 1.256 2.778 0.210
H -1.753 2.238 0.471 0.202
```

2.
Density functional theory data (ωB97M-V/def2-TZVPD) for 2 unconnected molecules or ions with the total composition C4H12 in a non-equilibrium geometry.

Spin multiplicity: 1
Max |F| (eV/Å): 1.74
E_LUMO (eV): 1.152
HOMO-LUMO gap (eV): 12.70
Energy above the lowest of the compared OMol25 structures with the same formula, charge and spin (kcal/mol): 6.49
SMILES: CC.CC
Total charge: 0
HOMO level (eV): -11.6
E_tot (a.u.): -159.574637

```
16
Properties=species:S:1:pos:R:3:nbo_charge:R:1
H -1.709 0.248 -2.886 0.203
H 0.956 0.007 -2.513 0.209
C -1.182 0.170 -1.936 -0.612
C 0.174 0.900 1.979 -0.610
H 1.976 -0.212 1.912 0.200
C 0.937 -0.441 2.122 -0.603
H 0.612 -1.173 1.384 0.200
H 0.832 -0.835 3.128 0.202
H -0.043 -1.424 -2.806 0.202
H -1.865 -0.285 -1.219 0.207
C 0.126 -0.581 -2.128 -0.616
H 0.236 1.459 2.903 0.207
H 0.475 1.363 1.041 0.206
H 0.420 -1.153 -1.247 0.204
H -0.913 0.748 1.893 0.197
H -1.033 1.211 -1.627 0.203
```

3.
Density functional theory data (ωB97M-V/def2-TZVPD) for 2 unconnected molecules or ions with the total composition C4H12 in a non-equilibrium geometry.

Spin multiplicity: 1
Max |F| (eV/Å): 3.40
E_LUMO (eV): 1.110
HOMO-LUMO gap (eV): 11.92
Energy above the lowest of the compared OMol25 structures with the same formula, charge and spin (kcal/mol): 16.33
SMILES: CC.CC
Total charge: 0
HOMO level (eV): -10.8
E_tot (a.u.): -159.558945

```
16
Properties=species:S:1:pos:R:3:nbo_charge:R:1
H -0.190 -1.410 0.656 0.211
H -2.284 1.802 0.821 0.198
H 1.922 -2.905 -1.028 0.200
H 2.626 -1.835 0.021 0.212
H -1.281 1.732 -1.436 0.204
H -0.921 2.708 1.514 0.205
H -0.298 -2.798 0.019 0.205
C 0.539 -2.229 0.479 -0.638
H -0.321 0.769 -0.338 0.201
C -1.424 2.457 0.578 -0.608
C -0.648 1.792 -0.555 -0.605
H -1.776 3.428 0.279 0.202
H 0.234 2.439 -0.747 0.202
H 0.712 -2.833 1.389 0.217
C 1.654 -1.943 -0.459 -0.623
H 1.456 -1.173 -1.194 0.215
```

4.
Density functional theory data (ωB97M-V/def2-TZVPD) for 2 unconnected molecules or ions with the total composition C4H12 in a non-equilibrium geometry.

Spin multiplicity: 1
Max |F| (eV/Å): 6.20
E_LUMO (eV): 1.111
HOMO-LUMO gap (eV): 12.56
Energy above the lowest of the compared OMol25 structures with the same formula, charge and spin (kcal/mol): 31.26
SMILES: CC.CC
Total charge: 0
HOMO level (eV): -11.4
E_tot (a.u.): -159.535160

```
16
Properties=species:S:1:pos:R:3:nbo_charge:R:1
H -0.365 1.106 -2.696 0.203
H 1.651 1.655 -0.688 0.200
H -1.085 -1.376 0.149 0.204
H -0.650 -2.949 2.124 0.208
C 1.344 1.170 -1.541 -0.592
H 1.507 0.214 -1.533 0.196
H -0.564 2.671 -1.739 0.206
C -0.164 1.563 -1.741 -0.618
H -0.838 1.244 -1.003 0.207
C -0.590 -0.937 1.001 -0.615
H 0.384 -1.549 2.764 0.207
H -1.115 0.005 1.231 0.202
H 0.343 -0.606 0.626 0.206
C -0.588 -1.835 2.298 -0.619
H 2.092 1.424 -2.358 0.200
H -1.375 -1.609 3.023 0.208
```

5.
Density functional theory data (ωB97M-V/def2-TZVPD) for 2 unconnected molecules or ions with the total composition C4H12 in a non-equilibrium geometry.

Spin multiplicity: 1
Max |F| (eV/Å): 1.04
E_LUMO (eV): 1.160
HOMO-LUMO gap (eV): 12.95
Energy above the lowest of the compared OMol25 structures with the same formula, charge and spin (kcal/mol): 3.19
SMILES: CC.CC
Total charge: 0
HOMO level (eV): -11.8
E_tot (a.u.): -159.579887

```
16
Properties=species:S:1:pos:R:3:nbo_charge:R:1
H 0.693 -0.833 -2.916 0.203
C 1.938 -0.104 -1.281 -0.610
H 0.442 0.817 -2.656 0.202
H -1.518 0.793 0.343 0.200
H -2.601 0.843 1.752 0.201
H -0.211 -0.284 -1.458 0.205
H -2.373 -0.673 0.911 0.201
H 2.688 0.547 -1.728 0.205
H 0.082 -0.665 1.745 0.200
H 2.311 -1.129 -1.250 0.205
C -0.690 -0.043 2.185 -0.603
H -0.231 0.906 2.446 0.202
H 1.791 0.252 -0.255 0.203
H -1.103 -0.561 3.051 0.202
C -1.862 0.240 1.212 -0.603
C 0.644 -0.106 -2.101 -0.612
```

6.
Density functional theory data (ωB97M-V/def2-TZVPD) for 2 unconnected molecules or ions with the total composition C4H12 in a non-equilibrium geometry.

Spin multiplicity: 1
Max |F| (eV/Å): 1.72
E_LUMO (eV): 1.182
HOMO-LUMO gap (eV): 12.79
Energy above the lowest of the compared OMol25 structures with the same formula, charge and spin (kcal/mol): 7.86
SMILES: CC.CC
Total charge: 0
HOMO level (eV): -11.6
E_tot (a.u.): -159.572441

```
16
Properties=species:S:1:pos:R:3:nbo_charge:R:1
H -0.310 0.847 1.205 0.209
H -1.116 -0.808 2.633 0.204
H 1.040 -0.231 0.823 0.203
H 0.383 -0.749 -3.089 0.205
H 0.317 -1.782 2.305 0.201
H 0.384 -0.692 3.608 0.204
C 0.513 0.286 1.620 -0.618
H -1.312 0.908 -3.055 0.205
H -1.638 0.339 -1.435 0.201
C -0.029 -0.794 2.610 -0.612
H -0.622 1.742 -1.646 0.206
H 1.304 0.844 2.130 0.208
C 0.351 -0.184 -2.164 -0.613
H 1.299 0.354 -2.163 0.204
H 0.301 -0.851 -1.310 0.204
C -0.866 0.769 -2.073 -0.612
```